18
Properties=species:S:1:pos:R:3:forces:R:3:lowdin_charge:R:1 method="wB97M-V/def2-TZVPD" relative_energy_kj_mol=285.0 lumo_ev=0.5 e_tot_ev=-23223.1446 gap_ev=9.9 smiles="CCS(=O)(=O)n1ccnc1" homo_ev=-9.372
C -0.78709 -1.70147 -2.62743 -0.3591 1.1109 0.7680 -0.13
C -0.21191 -0.53323 -2.24616 3.2317 0.4846 -3.3227 -0.12
C -1.38187 -1.26696 -0.59875 1.1569 -0.3521 0.7312 -0.17
C 1.05088 1.28575 2.26156 2.2908 0.7353 0.9885 -0.15
C 0.47289 0.17996 1.47250 -0.1613 -1.3866 -1.7934 -0.29
N -1.51601 -2.10690 -1.58737 -2.0702 -1.5901 2.3488 0.06
N -0.46087 -0.32108 -0.95506 -0.4744 0.6933 -0.2199 -0.19
O 1.29743 1.48730 -0.66372 -0.3651 -0.4384 -0.1631 -0.27
O -1.04753 1.91160 0.03159 1.1877 -1.0346 0.4098 -0.26
S 0.07750 1.00269 -0.08769 -0.6870 0.4558 0.1928 0.68
H -0.80014 -2.31368 -3.48653 0.3204 0.0368 -1.0108 0.10
H 0.55632 0.03752 -2.78217 -0.6074 -0.0401 0.3850 0.13
H -1.52264 -1.29750 0.47779 -1.1063 -0.7200 -0.4741 0.12
H 1.84603 0.86522 2.88145 -0.1236 0.1878 0.2117 0.09
H 1.53052 2.20225 1.78952 -0.9346 -1.4339 -0.0289 0.12
H 0.25704 1.56400 2.87006 -1.0070 1.2723 1.4925 0.06
H -0.46508 -0.23848 1.85274 0.0003 0.6239 0.2348 0.09
H 1.10452 -0.75701 1.39768 -0.2919 1.3952 -0.7501 0.14

17
Properties=species:S:1:pos:R:3:forces:R:3:lowdin_charge:R:1 method="wB97M-V/def2-TZVPD" relative_energy_kj_mol=378.1 lumo_ev="-1.1 / -1.1" e_tot_ev=-21174.6977 gap_ev="8.3 / 8.3" homo_ev="-9.358 / -9.358"
C -1.81022 0.22663 0.89557 2.1809 0.6598 -0.9006 -0.03
C -2.33372 1.27408 1.48373 -3.7820 2.3485 0.5674 -0.24
C -0.45209 0.38133 0.20997 -0.0650 -1.2796 -0.3816 -0.36
C 0.78639 -0.00985 0.99114 -0.5097 0.9696 1.0092 -0.03
C 0.54245 0.92613 -1.88700 -0.5803 0.0895 -2.2644 -0.15
N -1.63998 2.46657 1.75221 1.0371 0.4826 -0.4600 -0.33
N -0.56503 0.64459 -1.02556 0.1696 0.4907 1.7276 0.03
O -3.75182 3.75360 2.27824 2.2603 0.7675 -0.3308 -0.54
S -2.26432 3.81494 2.09441 -2.6004 -1.9314 0.3051 0.94
H -2.35330 -0.64561 0.66565 -0.8045 -0.7488 -0.1945 0.10
H -3.48169 1.47158 1.55204 1.9856 -1.1955 0.4735 0.13
H 0.43920 0.04862 2.06076 1.0830 -0.0130 -0.8601 0.09
H 1.67773 0.59176 0.76515 -0.4522 0.2670 0.3178 0.08
H 1.12573 -1.01414 0.78171 -0.3885 -0.5489 -0.1380 0.07
H 0.67065 0.03814 -2.51391 -0.0046 0.0463 -0.1961 0.08
H 0.11302 1.70494 -2.55246 0.6382 -0.3876 0.0473 0.08
H 1.56302 1.24464 -1.66263 -0.1675 -0.0167 1.2781 0.07